Molecular formula: C77H61CrNO2P3S4
Method: DFT, wB97M-V/def2-TZVPD

Values from the calculation:
- HOMO level (alpha / beta): -5.546 / -6.474 eV
- ⟨S²⟩: 0.77
- Electronic energy: -6837.277267 a.u.
- Gap between HOMO and LUMO (alpha / beta): 5.244 / 6.149 eV
- Spin multiplicity: 2
- Charge: 0

Each line ends with the Löwdin charge.
CARTESIAN COORDINATES (ANGSTROEM)
Cr  -0.1511  -0.1546  -0.6255  0.219
S  2.7832  -2.3095  0.4369  0.313
P  0.9380  -2.9657  0.7266  0.456
C  -0.3430  -1.9314  0.1281  -0.622
P  -1.8455  -2.3260  -0.5823  0.563
S  -2.2280  -0.5630  -1.5213  0.559
C  -1.8699  -3.7126  -1.7562  -0.311
C  -0.7976  -3.8010  -2.6403  -0.109
C  -0.7371  -4.8170  -3.5748  -0.071
C  -1.7630  -5.7520  -3.6430  -0.076
C  -2.8308  -5.6751  -2.7638  -0.077
C  -2.8816  -4.6644  -1.8128  -0.068
C  -3.2614  -2.6671  0.5043  -0.333
C  -4.5366  -2.2342  0.1518  -0.102
C  -5.6200  -2.5235  0.9647  -0.076
C  -5.4386  -3.2384  2.1413  -0.080
C  -4.1704  -3.6675  2.5003  -0.066
C  -3.0874  -3.3799  1.6839  -0.084
C  0.6368  -3.2429  2.5071  -0.347
C  1.4253  -4.1653  3.1939  -0.085
C  1.2391  -4.3716  4.5479  -0.078
C  0.2628  -3.6564  5.2335  -0.084
C  -0.5142  -2.7282  4.5606  -0.076
C  -0.3224  -2.5193  3.2005  -0.119
C  0.7901  -4.6734  0.0683  -0.337
C  -0.2696  -5.4927  0.4515  -0.086
C  -0.3717  -6.7880  -0.0259  -0.073
C  0.5953  -7.2847  -0.8886  -0.084
C  1.6585  -6.4808  -1.2654  -0.079
C  1.7538  -5.1833  -0.7865  -0.111
H  0.0140  -3.0862  -2.5595  0.096
H  0.1147  -4.8836  -4.2399  0.109
H  -1.7196  -6.5495  -4.3728  0.104
H  -3.6227  -6.4111  -2.8063  0.104
H  -3.7129  -4.6212  -1.1220  0.103
H  -4.6831  -1.6583  -0.7534  0.086
H  -6.6071  -2.1813  0.6844  0.104
H  -6.2848  -3.4511  2.7803  0.103
H  -4.0171  -4.2157  3.4203  0.107
H  -2.0995  -3.7057  1.9815  0.069
H  2.1914  -4.7182  2.6634  0.110
H  1.8557  -5.0892  5.0730  0.102
H  0.1172  -3.8205  6.2931  0.102
H  -1.2657  -2.1565  5.0893  0.110
H  -0.9205  -1.7847  2.6693  0.100
H  -1.0223  -5.1244  1.1365  0.091
H  -1.2028  -7.4100  0.2780  0.106
H  0.5222  -8.2998  -1.2566  0.102
H  2.4211  -6.8650  -1.9301  0.103
H  2.5927  -4.5559  -1.0495  0.051
C  1.5812  -0.2737  7.2928  -0.046
C  1.4494  -0.1021  5.8082  -0.273
C  2.3474  -0.7052  4.9348  -0.025
C  2.2321  -0.5432  3.5625  -0.080
C  1.1847  0.2123  3.0700  -0.351
C  0.2716  0.8284  3.9143  -0.054
C  0.4139  0.6668  5.2781  -0.032
S  1.1238  0.6143  1.3338  0.974
O  -0.4020  0.8626  1.1322  -0.614
C  2.0367  2.0930  1.2230  -0.367
C  3.3633  1.7320  1.6290  -0.136
C  3.9706  2.3697  2.6630  -0.043
C  3.1845  3.2464  3.4864  -0.181
C  3.6052  3.6127  4.7751  -0.041
C  2.8131  4.3855  5.5894  -0.094
C  1.5610  4.8166  5.1304  -0.086
C  1.1411  4.4904  3.8645  -0.035
C  1.9428  3.7175  3.0045  -0.167
C  1.5073  3.3523  1.6649  -0.138
C  0.8136  4.3202  0.8258  -0.077
C  1.2032  5.7367  0.9664  -0.089
C  2.4650  6.1219  1.4863  -0.015
C  2.8156  7.4364  1.6338  -0.072
C  1.9224  8.4564  1.2686  -0.086
C  0.7435  8.1221  0.6683  -0.043
C  0.3934  6.7699  0.4546  -0.167
C  -0.7063  6.4423  -0.3823  -0.025
C  -0.8831  5.1546  -0.7572  -0.081
C  -0.1322  4.0966  -0.1762  -0.249
S  -0.5879  2.5482  -0.9936  0.955
O  -0.5450  2.8574  -2.4489  -0.475
C  -2.3325  2.5608  -0.5600  -0.407
C  -2.7567  2.5799  0.7580  -0.059
C  -4.1121  2.5204  1.0272  -0.023
C  -5.0515  2.4647  0.0004  -0.271
C  -6.5224  2.4266  0.3040  -0.053
C  -4.5994  2.4707  -1.3138  -0.037
C  -3.2432  2.5144  -1.6016  -0.114
H  2.4526  -0.8763  7.5421  0.074
H  0.7010  -0.7646  7.7101  0.079
H  1.6828  0.6925  7.7882  0.082
H  3.1492  -1.3157  5.3293  0.117
H  2.9206  -1.0270  2.8848  0.065
H  -0.5335  1.4203  3.5038  0.113
H  -0.2900  1.1478  5.9464  0.118
H  3.8303  0.8695  1.1622  0.106
H  4.9785  2.1174  2.9639  0.107
H  4.5663  3.2574  5.1269  0.108
H  3.1480  4.6507  6.5824  0.095
H  0.9257  5.4147  5.7693  0.097
H  0.1792  4.8369  3.5085  0.121
H  3.1841  5.3651  1.7472  0.115
H  3.7918  7.6859  2.0268  0.102
H  2.1898  9.4943  1.4139  0.100
H  0.0712  8.8881  0.3029  0.108
H  -1.3266  7.2308  -0.7865  0.112
H  -1.6331  4.9048  -1.4933  0.106
H  -2.0354  2.6280  1.5617  0.107
H  -4.4490  2.5237  2.0562  0.113
H  -6.7064  2.1057  1.3282  0.074
H  -7.0432  1.7431  -0.3660  0.076
H  -6.9714  3.4135  0.1792  0.083
H  -5.3141  2.4281  -2.1262  0.115
H  -2.8836  2.5062  -2.6217  0.103
N  0.7200  -0.1346  -2.0339  -0.298
P  1.0016  -0.0518  -3.6081  0.915
C  -0.4820  0.0416  -4.6161  -0.291
C  -0.9605  1.2795  -5.0378  -0.070
C  -2.1516  1.3514  -5.7418  -0.064
C  -2.8637  0.1967  -6.0286  -0.070
C  -2.3847  -1.0395  -5.6207  -0.067
C  -1.1976  -1.1172  -4.9145  -0.098
C  2.0184  1.3919  -3.9266  -0.286
C  2.4239  1.6992  -5.2226  -0.079
C  3.2118  2.8123  -5.4498  -0.076
C  3.5995  3.6143  -4.3834  -0.070
C  3.2018  3.3040  -3.0928  -0.050
C  2.4076  2.1918  -2.8608  -0.067
C  1.9459  -1.4828  -4.1618  -0.283
C  2.8126  -2.0804  -3.2521  -0.079
C  3.6428  -3.1078  -3.6715  -0.068
C  3.6025  -3.5499  -4.9850  -0.075
C  2.7350  -2.9581  -5.8916  -0.077
C  1.9132  -1.9196  -5.4843  -0.086
H  -0.4161  2.1799  -4.8051  0.099
H  -2.5226  2.3149  -6.0644  0.109
H  -3.7933  0.2593  -6.5795  0.105
H  -2.9388  -1.9420  -5.8404  0.109
H  -0.8416  -2.0815  -4.5840  0.085
H  2.1201  1.0764  -6.0554  0.108
H  3.5241  3.0571  -6.4559  0.104
H  4.2140  4.4859  -4.5629  0.105
H  3.4987  3.9296  -2.2620  0.112
H  2.0916  1.9477  -1.8529  0.081
H  2.8316  -1.7593  -2.2159  0.038
H  4.3256  -3.5612  -2.9659  0.109
H  4.2505  -4.3548  -5.3054  0.105
H  2.7023  -3.2988  -6.9177  0.105
H  1.2468  -1.4537  -6.1990  0.105

Atomic forces in eV per Å
Cr -0.26 -0.70 0.98
S -0.07 -0.10 0.00
P 0.04 0.02 0.07
C 0.12 -0.21 -0.65
P 0.03 0.02 0.13
S -0.17 0.15 0.10
C 0.05 0.01 0.03
C 0.11 0.00 0.09
C -0.02 0.00 -0.04
C 0.02 -0.02 -0.01
C 0.00 -0.01 0.03
C -0.07 0.09 -0.06
C 0.06 0.03 0.01
C -0.03 0.03 -0.06
C -0.03 0.00 0.05
C -0.01 0.01 -0.01
C 0.00 0.03 0.02
C 0.08 -0.12 0.01
C 0.08 -0.04 -0.03
C 0.03 -0.01 -0.08
C -0.01 0.00 0.08
C 0.00 0.00 -0.01
C -0.02 0.00 -0.01
C -0.09 0.08 -0.05
C -0.11 0.04 0.18
C -0.02 0.06 0.03
C -0.01 0.02 -0.03
C -0.02 -0.03 -0.02
C 0.01 -0.03 -0.04
C 0.09 0.07 -0.02
H 0.03 0.04 -0.01
H 0.02 -0.01 -0.03
H 0.00 -0.02 -0.02
H -0.02 -0.02 0.00
H -0.02 0.01 0.03
H 0.03 0.01 -0.01
H -0.03 0.01 0.00
H -0.03 -0.02 0.02
H 0.00 -0.01 0.02
H -0.10 0.07 0.00
H 0.01 0.00 -0.04
H 0.01 -0.02 0.02
H 0.00 0.00 0.04
H -0.01 0.02 0.02
H 0.06 -0.03 0.05
H 0.02 -0.03 0.00
H -0.03 -0.02 0.01
H 0.00 -0.02 -0.02
H 0.02 -0.01 -0.01
H 0.09 0.06 -0.06
C 0.03 -0.01 0.04
C 0.04 -0.01 -0.11
C -0.03 0.04 0.03
C -0.05 -0.02 0.05
C -0.07 0.17 -0.02
C 0.04 -0.04 0.03
C -0.03 -0.02 0.07
S -0.11 0.01 0.02
O 0.08 0.02 -0.24
C -0.18 -0.27 -0.55
C 0.20 0.09 0.16
C -0.05 -0.11 -0.14
C 0.08 0.00 0.00
C 0.00 -0.01 0.02
C -0.06 0.00 -0.02
C 0.03 0.01 0.04
C 0.01 0.11 -0.05
C 0.01 0.17 -0.11
C 0.00 0.35 0.28
C -0.02 0.05 -0.19
C 0.07 -0.14 0.06
C -0.13 -0.07 0.10
C 0.01 -0.04 0.02
C 0.00 0.02 -0.02
C 0.00 0.02 0.00
C -0.12 0.03 -0.08
C 0.05 -0.03 0.02
C 0.06 0.01 0.07
C -0.08 0.02 0.08
S 0.03 0.19 -0.10
O -0.04 0.03 -0.16
C 0.02 0.09 -0.08
C 0.00 -0.05 -0.01
C 0.00 0.02 0.02
C 0.00 -0.01 -0.01
C -0.03 -0.01 0.01
C 0.05 -0.01 0.02
C -0.03 0.00 0.08
H 0.03 -0.02 0.02
H -0.04 -0.02 0.01
H 0.00 0.03 0.02
H 0.04 -0.02 0.03
H 0.06 -0.01 -0.05
H -0.03 0.05 -0.04
H -0.02 0.02 0.03
H 0.02 -0.05 -0.06
H 0.04 -0.01 0.01
H 0.03 -0.01 0.01
H 0.02 0.02 0.05
H -0.02 0.03 0.04
H -0.05 0.02 -0.03
H 0.05 -0.14 0.10
H 0.03 0.00 0.01
H 0.01 0.03 0.01
H -0.02 0.03 -0.01
H -0.03 0.03 -0.01
H -0.03 -0.01 -0.04
H 0.02 0.01 0.02
H -0.02 0.00 0.04
H 0.00 -0.01 0.02
H -0.02 -0.02 -0.02
H -0.01 0.02 0.00
H -0.04 0.00 -0.04
H 0.04 0.00 -0.04
N 0.22 -0.12 -0.53
P 0.11 0.15 0.21
C 0.02 0.01 0.01
C -0.01 -0.04 0.04
C -0.02 0.03 -0.02
C -0.03 0.01 -0.06
C -0.02 0.00 0.01
C -0.01 0.02 0.11
C -0.04 -0.03 -0.04
C -0.01 -0.02 -0.03
C 0.03 0.04 -0.02
C 0.00 0.01 0.01
C 0.02 0.02 0.01
C 0.04 -0.01 0.07
C -0.03 0.03 -0.02
C 0.00 0.02 0.10
C 0.02 -0.06 0.04
C 0.01 -0.02 0.00
C 0.00 0.01 -0.03
C -0.04 0.04 -0.05
H 0.05 0.10 0.10
H -0.01 0.02 -0.01
H -0.02 0.00 0.00
H -0.01 -0.02 0.00
H 0.05 -0.07 0.02
H -0.01 -0.03 -0.02
H 0.01 0.00 -0.02
H 0.02 0.03 -0.01
H 0.00 0.01 0.02
H 0.04 -0.01 -0.01
H -0.03 0.00 0.00
H 0.00 -0.02 0.05
H 0.02 -0.02 -0.01
H 0.00 -0.01 -0.02
H -0.03 0.00 0.00